[1]
DFT (wB97M-V/def2-TZVPD) results for an isolated molecule of C23H31N9O3 in a non-equilibrium geometry.

```
66
Properties=species:S:1:pos:R:3:forces:R:3:lowdin_charge:R:1
C -7.473 0.091 -3.345 0.3 0.2 -0.2 -0.038
H -6.917 -0.819 -3.557 0.0 -0.1 0.0 0.088
H -8.492 -0.030 -3.703 -0.1 0.0 0.0 0.083
H -7.500 0.235 -2.269 0.0 0.0 0.1 0.066
C -6.823 1.270 -4.071 -0.6 0.0 -0.1 -0.409
C -7.497 2.608 -3.759 0.3 -0.2 -0.1 -0.038
H -7.561 2.800 -2.693 0.0 0.0 0.1 0.065
H -8.504 2.603 -4.168 -0.1 0.0 0.0 0.082
H -6.936 3.416 -4.222 0.0 0.1 0.0 0.087
H -6.922 1.093 -5.151 0.0 0.0 0.3 0.144
O -5.407 1.304 -3.928 0.3 0.0 0.0 -0.028
C -4.750 1.463 -2.754 0.3 0.0 0.2 -0.254
C -3.353 1.392 -2.873 -0.2 0.0 -0.1 0.009
C -2.538 1.527 -1.778 -0.2 0.0 0.2 -0.015
C -3.089 1.742 -0.508 -0.5 -0.1 -0.6 -0.224
C -4.474 1.825 -0.393 0.5 0.0 0.1 -0.035
C -5.298 1.687 -1.494 -0.4 0.0 -0.3 -0.018
H -6.362 1.759 -1.347 -0.1 0.0 0.0 0.090
H -4.920 1.997 0.577 0.0 0.0 0.1 0.111
C -2.241 1.873 0.652 0.5 0.1 0.8 -0.096
N -0.984 1.706 0.559 -0.6 -0.3 -0.7 0.044
N -0.208 1.827 1.639 -0.3 0.3 1.2 0.057
C 1.140 1.645 1.621 -0.2 0.0 0.0 -0.405
O 1.787 1.696 2.651 0.1 -0.1 0.0 0.066
C 1.745 1.384 0.306 1.1 -0.4 -0.3 -0.126
C 2.935 0.704 0.075 -0.5 0.4 0.0 -0.076
N 3.074 0.755 -1.276 -0.5 0.1 1.6 0.026
C 4.065 0.270 -2.096 1.2 -0.5 -1.5 -0.188
N 5.177 -0.298 -1.722 -0.7 0.4 0.6 0.130
O 5.851 -0.596 -2.836 0.2 -0.1 0.2 -0.076
N 5.177 -0.216 -3.950 -0.8 0.4 -0.6 0.111
C 4.054 0.328 -3.546 0.8 -0.5 1.0 -0.336
N 3.061 0.795 -4.313 -0.4 0.2 -0.5 0.145
H 3.228 0.913 -5.295 0.0 0.0 0.0 0.109
H 2.334 1.315 -3.841 0.1 0.0 -0.2 0.070
N 2.040 1.446 -1.813 0.1 0.1 -1.1 0.045
N 1.261 1.810 -0.884 -0.2 0.3 0.0 0.083
C 3.791 -0.054 1.025 0.1 -0.2 0.1 -0.115
N 3.064 -1.267 1.374 0.0 0.1 0.1 -0.167
C 3.411 -2.370 0.509 0.0 0.0 0.0 -0.073
H 3.131 -2.118 -0.515 0.0 -0.1 -0.1 0.082
H 4.485 -2.607 0.518 0.0 0.0 0.0 0.091
H 2.850 -3.254 0.798 0.0 -0.1 -0.1 0.081
C 2.984 -1.545 2.801 0.0 -0.3 0.1 -0.337
C 4.252 -2.158 3.412 -0.2 0.3 0.1 -0.149
C 4.091 -2.276 4.924 0.1 -0.3 -0.1 -0.200
C 2.871 -3.125 5.270 -0.1 0.3 0.2 -0.210
C 1.612 -2.538 4.636 0.0 -0.3 -0.1 -0.201
C 1.780 -2.432 3.123 0.0 0.4 0.2 -0.152
H 0.887 -2.002 2.667 0.0 0.0 -0.1 0.117
H 1.922 -3.434 2.713 0.0 -0.1 -0.1 0.108
H 0.750 -3.166 4.871 0.0 0.1 0.0 0.108
H 1.428 -1.545 5.050 -0.1 0.1 0.0 0.114
H 2.751 -3.180 6.354 0.0 -0.1 0.0 0.107
H 3.021 -4.142 4.899 0.0 -0.1 0.0 0.113
H 4.988 -2.720 5.360 0.0 0.1 0.1 0.108
H 3.969 -1.278 5.352 0.0 0.1 0.1 0.116
H 5.116 -1.532 3.176 0.1 0.0 -0.1 0.117
H 4.423 -3.149 2.986 0.1 -0.1 -0.1 0.116
H 2.801 -0.576 3.278 0.0 -0.1 0.0 0.134
H 3.925 0.566 1.914 0.0 -0.1 -0.1 0.130
H 4.768 -0.264 0.572 -0.1 0.1 0.2 0.108
H -0.623 2.032 2.555 0.2 -0.1 -0.3 0.164
H -2.726 2.113 1.608 0.1 0.0 0.0 0.126
H -1.464 1.478 -1.866 0.1 0.0 -0.1 0.100
H -2.942 1.226 -3.856 0.1 0.0 -0.1 0.119
```
Positions in Å, forces in eV/Å.

The calculation puts the HOMO energy at -0.2930 Eh. For the lowest unoccupied orbital energy, the calculation gives 0.28 eV. The SMILES is CC(C)Oc1ccc(/C=N/NC(=O)c2nnn(-c3nonc3N)c2CN(C)C2CCCCC2)cc1. The value obtained for the maximum force is 0.0392 Eh/bohr. The total energy is -43903.9148 eV.



[2]
DFT (wB97M-V/def2-TZVPD) results for a cluster of 2 separate species, C23H31O3Si in total in a non-equilibrium geometry.

```
58
Properties=species:S:1:pos:R:3:forces:R:3:lowdin_charge:R:1
C 0.485 3.089 -1.408 -0.1 0.5 0.0 -0.026
C 1.318 2.231 -0.500 1.1 -0.2 0.5 -0.422
C 2.644 1.974 -0.745 -2.0 1.0 0.8 0.024
O 0.703 1.695 0.586 -0.1 0.1 -0.5 -0.142
Si 0.360 2.333 2.135 -0.2 -0.2 -0.4 0.443
C -1.454 2.795 2.226 0.1 -0.1 0.0 -0.161
C 0.754 0.905 3.264 0.0 0.0 0.1 -0.159
C 1.384 3.851 2.490 0.1 -0.1 -0.1 -0.157
H 1.153 3.575 -2.129 -0.2 0.0 0.1 0.080
H -0.245 2.488 -1.984 0.3 0.2 0.4 0.099
H -0.070 3.877 -0.865 0.2 -0.4 -0.2 0.089
H 3.147 1.205 -0.159 -0.1 0.7 0.2 0.078
H 3.164 2.760 -1.303 -0.3 -0.8 0.0 0.067
H -1.701 3.120 3.248 0.0 -0.1 -0.2 0.041
H -1.703 3.618 1.545 0.0 -0.1 0.1 0.032
H -2.093 1.938 1.980 0.1 0.2 0.0 0.038
H 0.669 1.195 4.319 0.0 -0.1 -0.2 0.039
H 0.061 0.074 3.080 0.1 0.1 0.0 0.040
H 1.773 0.539 3.089 -0.2 0.1 0.0 0.034
H 1.265 4.094 3.554 0.1 0.0 -0.2 0.042
H 2.449 3.689 2.290 -0.1 0.1 0.1 0.032
H 1.045 4.716 1.908 0.1 -0.1 0.1 0.038
C 9.779 -0.118 2.050 -0.1 0.2 -0.1 -0.041
O 9.109 1.103 1.658 -1.0 -0.4 -0.8 -0.056
C 8.000 1.007 0.875 0.2 0.0 0.3 -0.226
C 7.330 2.215 0.551 0.2 -0.1 0.3 0.024
C 6.205 2.204 -0.243 0.2 -0.3 -0.4 0.005
C 5.705 0.989 -0.796 -0.1 0.0 0.3 -0.216
C 4.701 0.994 -1.831 1.5 -0.9 -0.9 -0.028
C 4.327 -0.211 -2.458 -0.3 0.0 -0.2 -0.073
C 3.297 -0.363 -3.376 0.9 0.1 0.0 0.044
C 3.077 -1.575 -4.110 -0.1 -0.6 0.0 -0.211
C 2.149 -1.623 -5.188 0.0 0.2 0.3 -0.008
C 1.908 -2.785 -5.882 0.2 -0.7 0.0 0.021
C 2.573 -3.987 -5.518 0.0 -0.1 0.0 -0.230
O 2.221 -5.117 -6.189 0.5 0.8 0.7 -0.060
C 2.815 -6.371 -5.786 -0.1 0.3 -0.2 -0.044
C 3.534 -3.959 -4.476 -0.1 0.0 -0.2 0.007
C 3.772 -2.777 -3.791 -0.3 0.0 -0.3 0.003
C 6.294 -0.222 -0.321 0.1 0.1 -0.3 0.006
C 7.457 -0.222 0.424 0.1 0.1 0.3 0.008
H 10.543 0.216 2.752 -0.1 -0.2 -0.1 0.100
H 9.092 -0.818 2.546 0.1 0.3 -0.1 0.098
H 10.249 -0.603 1.184 -0.1 0.2 0.2 0.104
H 7.738 3.144 0.946 -0.2 -0.2 -0.1 0.131
H 5.690 3.135 -0.478 0.2 -0.2 0.0 0.127
H 4.503 1.933 -2.367 -0.2 -0.5 0.7 0.129
H 4.949 -1.087 -2.244 -0.5 0.5 0.0 0.088
H 2.646 0.490 -3.585 0.2 -0.2 0.0 0.135
H 1.612 -0.711 -5.457 0.1 -0.3 0.0 0.126
H 1.206 -2.833 -6.711 0.1 0.1 0.2 0.129
H 2.318 -7.104 -6.417 0.1 0.0 0.1 0.099
H 3.896 -6.377 -5.978 -0.2 0.0 0.0 0.100
H 2.622 -6.586 -4.727 0.0 0.1 -0.2 0.100
H 4.077 -4.871 -4.213 -0.2 0.5 0.0 0.113
H 4.488 -2.794 -2.970 -0.2 -0.1 -0.3 0.110
H 5.854 -1.193 -0.572 0.3 0.5 0.0 0.118
H 7.945 -1.166 0.686 -0.4 0.4 -0.1 0.115
```
Positions in Å, forces in eV/Å.

The total charge is +1. The calculation puts the HOMO energy at -0.3963 Eh. For the lowest unoccupied orbital energy, the calculation gives -4.89 eV. The value obtained for the maximum force is 0.0461 Eh/bohr. The total energy is -38366.9791 eV. As for the energy above the lowest of the compared OMol25 structures with the same formula, charge and spin: 2.3781 eV.



[3]
DFT (wB97M-V/def2-TZVPD) results for a structure of composition C23H32BBr2CaCsF7MgN2O10P in a non-equilibrium geometry.

```
81
Properties=species:S:1:pos:R:3:forces:R:3:lowdin_charge:R:1
O -1.770 -5.836 1.004 0.5 1.3 -1.1 -0.215
C -1.578 -4.941 0.165 0.6 1.1 -1.0 -0.433
O -1.961 -3.684 0.407 -0.4 -2.0 0.5 -0.092
P -1.881 -2.769 -1.066 -0.2 2.0 -2.5 0.891
F -3.186 -3.233 -1.870 0.8 -0.2 1.7 -0.207
C -2.079 -0.941 -0.769 0.8 0.5 1.8 -0.349
C -0.779 -0.185 -0.155 -0.3 0.2 -0.7 -0.186
C -0.002 0.795 -1.217 -2.2 -3.8 2.6 -0.531
C 1.495 0.248 -1.623 0.1 -0.6 1.0 -0.370
N 1.603 -0.312 -3.017 -0.3 1.0 -1.6 -0.271
C 2.544 -1.240 -3.367 1.2 -1.7 -2.2 -0.164
C 2.463 -1.602 -4.739 -1.9 2.2 0.9 -0.033
C 1.328 -0.777 -5.320 2.6 -1.5 2.0 -0.058
C 0.866 -0.043 -4.266 -1.7 2.0 0.8 -0.235
C -0.867 -5.269 -1.152 0.2 0.0 -0.7 -0.237
C -1.619 -5.840 -2.236 0.6 0.2 0.9 -0.051
C -0.994 -6.125 -3.463 0.5 0.7 1.2 -0.054
C 0.390 -5.830 -3.580 0.1 -0.4 0.0 -0.096
C 1.155 -5.300 -2.515 -0.9 0.0 0.4 -0.099
C 0.534 -5.013 -1.277 -1.1 -0.4 -0.4 -0.073
H -2.964 -0.679 -0.153 0.4 -0.1 -0.6 0.107
H -2.311 -0.484 -1.794 -1.2 -1.0 0.0 0.033
H -0.048 -0.846 0.354 -0.3 0.3 -0.3 0.089
H -1.162 0.508 0.624 0.2 -0.5 -0.4 0.107
H 0.144 1.849 -0.721 -1.9 -4.3 1.5 -0.061
H -0.650 0.959 -2.181 0.5 -0.8 2.2 0.068
H 1.767 -0.528 -0.887 -0.1 0.1 -0.7 0.121
H 2.247 1.133 -1.515 -0.2 -3.5 0.6 -0.007
H 3.298 -1.651 -2.685 -0.7 0.4 -0.1 0.129
H 3.083 -2.297 -5.307 -0.2 0.3 0.5 0.099
H 0.974 -0.790 -6.353 0.0 0.1 0.6 0.121
H 0.002 0.726 -4.352 1.6 -1.5 0.5 0.143
H -2.689 -6.005 -2.031 0.5 0.1 -0.6 0.122
H -1.595 -6.531 -4.286 0.5 0.2 0.3 0.114
H 0.894 -6.047 -4.534 -0.3 0.2 0.5 0.106
H 2.226 -5.075 -2.621 -0.6 -0.2 -0.1 0.105
H 1.055 -4.607 -0.397 0.0 -0.1 -0.7 0.118
B -4.417 1.549 -3.240 -0.7 -0.5 0.4 -1.253
F -3.908 1.429 -1.902 0.2 0.7 0.0 0.024
F -4.594 2.939 -3.520 0.2 -0.1 0.1 0.039
F -3.516 0.994 -4.142 0.7 0.9 -0.7 0.059
F -5.655 0.893 -3.344 0.1 0.4 0.1 0.080
Mg -0.224 -1.805 -2.853 -0.7 -1.1 -0.7 0.805
O -2.359 -6.490 4.979 -0.4 -0.3 -1.7 -0.195
C -3.576 -6.004 4.898 0.5 -2.3 2.2 -0.406
C -3.626 -4.849 3.712 -1.1 2.9 -0.1 -0.439
O -4.792 -4.365 3.616 0.3 -0.5 -0.4 -0.041
H -3.993 -5.509 5.803 0.2 0.4 0.0 0.112
H -4.388 -6.726 4.644 0.0 0.0 -0.5 0.104
H -3.217 -5.369 2.815 -0.2 -0.2 -0.6 -0.016
H -2.809 -4.142 3.949 0.1 -0.2 0.5 0.135
Ca -2.671 -7.177 2.199 -0.6 -1.0 2.8 1.632
C 1.863 4.844 0.848 -0.4 0.0 -0.1 -0.022
N 2.171 3.464 0.405 0.1 0.5 1.0 -0.461
O 1.812 2.545 1.118 0.3 0.1 -1.0 0.099
O 2.773 3.350 -0.666 1.0 0.1 1.7 -0.254
H 1.342 4.795 1.796 0.1 -0.1 0.0 0.088
H 2.804 5.371 0.953 -0.1 0.1 -0.3 0.048
H 1.235 5.302 0.086 0.2 0.0 -0.1 0.110
Br 7.072 5.234 1.192 0.0 0.0 0.1 0.626
C 6.496 3.717 2.266 0.2 0.1 -0.3 -0.687
C 5.014 3.490 2.140 -0.1 -0.1 0.3 -0.665
Br 4.005 4.789 3.188 0.3 -0.1 0.3 0.726
H 6.813 3.912 3.286 -0.1 0.0 0.0 0.053
H 7.048 2.864 1.874 -0.1 0.0 0.0 0.061
H 4.737 2.519 2.549 0.0 0.0 0.0 0.067
H 4.660 3.563 1.115 0.2 0.0 0.0 0.030
F -3.584 -0.930 -2.736 1.2 -1.1 0.1 -0.510
C 0.201 9.179 3.172 -0.2 0.6 0.1 -0.045
C 0.959 8.037 3.790 -0.4 -0.3 0.3 -0.310
O 1.235 7.206 2.673 0.3 0.5 -0.1 0.096
C 1.310 8.040 1.593 0.0 0.2 -0.5 -0.535
O 1.784 7.735 0.547 -0.1 -0.1 0.1 0.170
O 0.785 9.255 1.868 0.2 -0.5 0.2 0.091
F 0.191 7.350 4.666 0.1 -0.1 0.0 0.087
H -0.866 8.971 3.081 0.1 -0.2 0.1 0.151
H 0.333 10.112 3.717 0.1 0.1 -0.2 0.145
H 1.896 8.324 4.273 0.0 -0.1 0.1 0.178
Cs 1.015 2.578 -2.248 1.1 10.8 -9.2 1.791
O -5.369 -6.736 7.246 0.5 0.1 -0.7 -0.323
H -5.925 -5.987 7.489 -0.1 0.1 0.0 -0.097
```
Positions in Å, forces in eV/Å.

The calculation puts the HOMO energy at -0.1797 Eh. For the lowest unoccupied orbital energy, the calculation gives -3.26 eV. The value obtained for the maximum force is 0.2768 Eh/bohr. The total energy is -241312.5445 eV.